Record 1
Formula: C5H7N
Source: the Open Molecules 2025 dataset
Level of theory: wB97M-V/def2-TZVPD

## Properties
- spin multiplicity = 1
- HOMO energy (eV) = -9.18
- energy above the lowest of the compared OMol25 structures with the same formula, charge and spin (kJ/mol) = 367.1
- HOMO-LUMO gap (eV) = 10.34
- net charge = 0

Each line ends with the Mulliken charge.
Cartesian coordinates (Å):
C1 0.28 -0.07 1.99  -0.2878
C2 -0.41 -0.60 0.74  -0.2724
C3 -0.10 0.54 -0.19  0.2144
C4 1.00 -0.38 0.33  -0.2314
C5 -0.50 0.32 -1.55  -1.4036
N1 1.49 -0.05 1.60  -0.5703
H1 0.02 0.13 2.99  0.4702
H2 -1.08 -1.38 0.39  0.3471
H3 -0.28 1.59 0.01  0.3544
H4 1.53 -0.90 -0.41  0.4256
H5 -0.94 -0.73 -1.83  0.2758
H6 0.31 0.49 -2.24  0.3237
H7 -1.32 1.03 -1.82  0.3543

***

Record 2
Formula: C45H39Cl5N8O5TeTl
Source: the Open Molecules 2025 dataset
Level of theory: wB97M-V/def2-TZVPD

## Properties
- spin multiplicity = 2
- HOMO energy (alpha / beta) (eV) = -7.68 / -8.65
- <S²> = 0.768
- energy above the lowest of the compared OMol25 structures with the same formula, charge and spin (kJ/mol) = 139.4
- HOMO-LUMO gap (alpha / beta) (eV) = 6.23 / 6.72
- net charge = 0

Each line ends with the Löwdin spin population.
Cartesian coordinates (Å):
Tl1 0.01 -0.05 -0.25  0.2329
Cl1 0.19 -1.54 -4.21  0.0085
C1 -0.32 -2.63 -2.96  0.0415
C2 -0.58 -2.23 -1.66  0.3751
C3 -0.96 -3.21 -0.75  0.0313
Cl2 -1.36 -2.79 0.88  0.0131
C4 -1.09 -4.55 -1.11  0.0122
Cl3 -1.57 -5.73 0.04  0.0069
C5 -0.82 -4.93 -2.42  -0.0128
Cl4 -1.00 -6.57 -2.89  -0.0045
C6 -0.44 -3.97 -3.35  0.0142
Cl5 -0.08 -4.46 -4.96  0.0091
C7 1.23 -3.29 4.64  -0.0001
C8 1.58 -3.24 3.31  0.0000
C9 1.39 -2.08 2.58  0.0000
C10 0.83 -0.96 3.19  0.0042
C11 0.47 -1.01 4.54  0.0006
C12 0.68 -2.16 5.26  0.0003
N1 0.69 0.21 2.40  0.0479
N2 0.33 1.22 3.02  0.0098
C13 0.19 2.43 2.32  0.0066
C14 -0.01 3.55 3.11  0.0018
C15 -0.12 4.79 2.50  0.0015
C16 -0.02 4.86 1.11  0.0016
C17 0.16 3.68 0.41  0.0054
N3 0.25 2.49 0.99  0.0502
H1 1.39 -4.19 5.21  0.0000
H2 2.00 -4.11 2.82  0.0000
H3 1.69 -2.02 1.53  0.0000
H4 0.04 -0.13 5.01  0.0001
H5 0.41 -2.20 6.31  0.0001
H6 -0.06 3.44 4.18  0.0002
H7 -0.27 5.69 3.08  0.0001
H8 -0.07 5.81 0.60  0.0001
H9 0.25 3.69 -0.67  0.0001
O1 6.40 -0.63 -0.18  0.0000
C18 6.12 0.64 -0.03  0.0001
O2 6.97 1.50 0.09  0.0002
C19 4.68 1.02 -0.01  0.0010
C20 4.26 2.32 0.16  0.0004
N4 2.92 2.31 0.13  0.0028
N5 2.43 1.08 -0.05  0.0339
C21 3.47 0.28 -0.14  0.0019
C22 3.23 -1.18 -0.46  0.0015
O3 4.23 -1.90 -0.62  0.0004
O4 2.03 -1.54 -0.55  0.0245
H10 5.57 -1.19 -0.35  0.0000
H11 4.84 3.22 0.28  0.0001
H12 2.29 3.08 0.20  0.0002
N6 -3.38 1.36 1.60  0.0013
N7 -2.47 0.25 1.59  0.0362
H13 -4.19 1.17 2.18  0.0008
H14 -3.70 1.51 0.66  0.0001
H15 -2.94 -0.64 1.46  -0.0002
H16 -2.00 0.23 2.48  -0.0001
C23 -7.97 3.47 -1.35  0.0000
C24 -6.68 2.95 -1.92  0.0000
C25 -5.47 3.20 -1.29  0.0000
C26 -4.26 2.74 -1.81  0.0000
C27 -2.99 3.15 -1.14  0.0004
C28 -4.28 1.98 -2.99  0.0001
Te1 -2.57 1.06 -3.89  0.0039
N8 -0.96 1.16 -2.65  0.0238
C29 -0.37 2.23 -3.22  0.0017
O5 -1.05 3.02 -3.94  0.0037
C30 1.10 2.42 -3.17  0.0002
C31 1.97 1.33 -3.20  0.0001
C32 3.33 1.53 -3.41  0.0000
C33 3.83 2.81 -3.56  -0.0001
C34 2.97 3.90 -3.53  0.0000
C35 1.61 3.71 -3.34  0.0000
C36 -3.36 -0.90 -3.60  0.0004
C37 -3.41 -1.61 -4.80  -0.0001
C38 -3.83 -2.93 -4.83  0.0004
C39 -4.20 -3.55 -3.65  -0.0001
C40 -4.19 -2.84 -2.46  0.0002
C41 -3.79 -1.50 -2.42  0.0005
C42 -3.83 -0.74 -1.13  -0.0008
C43 -5.49 1.77 -3.67  0.0001
C44 -5.56 1.07 -5.01  0.0003
C45 -6.67 2.24 -3.11  0.0000
H17 -7.86 3.76 -0.31  0.0000
H18 -8.77 2.73 -1.43  0.0000
H19 -8.30 4.35 -1.91  0.0000
H20 -5.45 3.79 -0.38  0.0000
H21 -2.40 3.76 -1.84  0.0000
H22 -2.38 2.30 -0.86  0.0015
H23 -3.20 3.74 -0.25  0.0000
H24 1.57 0.33 -3.08  -0.0001
H25 3.99 0.67 -3.45  0.0000
H26 4.89 2.96 -3.72  0.0000
H27 3.36 4.90 -3.67  0.0000
H28 0.93 4.55 -3.34  0.0000
H29 -3.09 -1.13 -5.72  0.0000
H30 -3.84 -3.48 -5.77  0.0000
H31 -4.49 -4.60 -3.65  0.0000
H32 -4.49 -3.33 -1.54  0.0000
H33 -4.72 -0.12 -1.09  -0.0001
H34 -2.95 -0.10 -1.04  0.0003
H35 -3.85 -1.43 -0.29  -0.0001
H36 -4.73 1.37 -5.65  0.0002
H37 -6.48 1.34 -5.52  0.0000
H38 -5.54 -0.01 -4.90  0.0000
H39 -7.60 2.06 -3.63  0.0000

***

Record 3
Formula: C5H12O2
Source: the Open Molecules 2025 dataset
Level of theory: wB97M-V/def2-TZVPD

## Properties
- spin multiplicity = 1
- HOMO energy (eV) = -9.75
- energy above the lowest of the compared OMol25 structures with the same formula, charge and spin (kJ/mol) = 228.4
- HOMO-LUMO gap (eV) = 10.66
- net charge = 0

Each line ends with the Mulliken charge.
Cartesian coordinates (Å):
C1 2.62 0.78 -1.86  -1.0874
C2 1.90 0.20 -0.66  -0.1223
O1 1.07 1.18 -0.05  -0.4944
C3 -0.99 -0.61 0.98  -0.3568
C4 -2.40 -0.59 1.56  -0.3838
O2 -2.98 -0.62 0.25  -0.4357
C5 -1.73 -0.20 -0.31  -0.4714
H1 3.12 1.71 -1.55  0.2601
H2 1.91 1.03 -2.66  0.2950
H3 3.37 0.09 -2.26  0.3608
H4 2.61 -0.12 0.11  0.3045
H5 1.31 -0.69 -0.94  0.2307
H6 -0.58 -1.62 0.89  0.1949
H7 -0.24 0.06 1.39  0.3521
H8 -2.73 -1.42 2.20  0.2645
H9 -2.62 0.37 2.06  0.2380
H10 0.24 1.21 -0.54  0.2552
H11 -1.74 0.89 -0.48  0.2940
H12 -1.49 -0.70 -1.25  0.3019

***

Record 4
Formula: C60H44GaN3O12P
Source: the Open Molecules 2025 dataset
Level of theory: wB97M-V/def2-TZVPD

## Properties
- spin multiplicity = 1
- HOMO energy (eV) = -4.37
- HOMO-LUMO gap (eV) = 4.61
- net charge = -1

Each line ends with the Mulliken charge.
Cartesian coordinates (Å):
C1 5.45 -0.36 -1.34  -0.7344
N1 5.02 -0.40 -2.75  -0.1974
C2 3.84 0.50 -3.01  -0.7241
Ga1 2.18 -0.61 -3.47  0.1245
C3 0.47 0.49 -3.84  -0.2933
C4 0.38 1.85 -3.11  -0.4083
N2 0.54 2.01 -1.83  -0.2955
O1 2.57 -1.52 -5.14  -0.5060
N3 3.70 -2.21 -4.99  0.3567
O2 3.78 -3.05 -5.86  -0.5593
P1 1.65 -2.21 -1.80  0.1240
O3 1.61 -3.75 -2.60  -0.4822
O4 -0.02 -1.97 -1.39  -0.5168
H1 5.02 -1.22 -0.76  0.1377
H2 6.57 -0.50 -1.32  0.2624
H3 5.21 0.60 -0.81  0.3412
H4 5.83 -0.03 -3.27  0.2173
H5 3.62 1.17 -2.13  0.3071
H6 4.15 1.13 -3.90  0.3793
H7 -0.40 -0.15 -3.51  -0.0121
H8 0.35 0.67 -4.94  0.4118
H9 0.14 2.78 -3.70  0.3505
H10 0.42 3.01 -1.61  0.1665
H11 0.90 -4.21 -2.13  0.2393
H12 -0.08 -1.19 -0.82  0.2074
C5 -6.48 2.60 -2.01  -0.5415
C6 -7.65 1.99 -2.44  -0.5081
C7 -7.69 0.61 -2.63  -0.5839
C8 -6.55 -0.15 -2.40  0.3118
C9 -5.37 0.46 -1.98  0.0821
C10 -5.34 1.84 -1.78  -0.4756
C11 -4.14 -0.33 -1.77  0.5042
O5 -3.11 0.21 -1.41  -0.6702
C12 -4.18 -1.79 -2.02  0.0131
C13 -3.01 -2.53 -1.87  -0.4724
C14 -3.03 -3.90 -2.09  -0.6243
C15 -4.22 -4.53 -2.44  -0.5054
C16 -5.39 -3.79 -2.59  -0.6450
C17 -5.37 -2.42 -2.39  0.5838
C18 -6.61 -1.63 -2.58  0.4839
O6 -7.65 -2.17 -2.89  -0.7078
H13 -6.45 3.67 -1.86  0.4049
H14 -8.54 2.59 -2.63  0.4223
H15 -8.61 0.14 -2.96  0.4602
H16 -4.43 2.32 -1.45  0.5686
H17 -2.09 -2.04 -1.59  0.7340
H18 -2.12 -4.48 -1.98  0.4080
H19 -4.24 -5.61 -2.60  0.3873
H20 -6.31 -4.29 -2.87  0.4575
C19 -0.58 3.05 7.48  -0.5394
C20 0.49 2.34 8.00  -0.4155
C21 1.32 1.62 7.16  -0.5820
C22 1.07 1.59 5.79  0.2375
C23 -0.02 2.28 5.27  -0.0567
C24 -0.84 3.02 6.12  -0.2243
C25 -0.34 2.23 3.82  0.4481
O7 -1.29 2.83 3.37  -0.7636
C26 0.53 1.41 2.93  -0.0026
C27 0.22 1.30 1.58  -0.9592
C28 1.03 0.55 0.74  0.4596
C29 2.16 -0.09 1.25  -0.4990
C30 2.47 0.01 2.60  -0.7161
C31 1.65 0.76 3.45  0.0655
C32 1.97 0.83 4.89  0.6499
O8 2.96 0.27 5.34  -0.6954
H21 -1.23 3.62 8.14  0.3918
H22 0.69 2.35 9.07  0.3911
H23 2.17 1.07 7.56  0.4704
H24 -1.69 3.57 5.72  0.6376
H25 -0.66 1.79 1.18  0.6085
H26 0.78 0.46 -0.31  0.2614
H27 2.79 -0.67 0.59  0.4120
H28 3.35 -0.49 2.99  0.4737
C33 -4.32 3.02 3.71  -0.1868
C34 -4.46 3.32 5.06  -0.3140
C35 -5.72 3.49 5.61  -0.8823
C36 -6.85 3.37 4.81  0.4055
C37 -6.71 3.09 3.45  0.2235
C38 -5.44 2.90 2.91  -1.0395
C39 -7.90 3.00 2.57  0.4575
O9 -7.78 2.75 1.39  -0.6566
C40 -9.24 3.23 3.16  0.1701
C41 -10.37 3.21 2.34  -0.5383
C42 -11.63 3.41 2.88  -0.5168
C43 -11.77 3.62 4.25  -0.4537
C44 -10.66 3.65 5.07  -0.5642
C45 -9.39 3.46 4.53  0.2132
C46 -8.20 3.53 5.41  0.5301
O10 -8.32 3.72 6.61  -0.6945
H29 -3.33 2.88 3.29  0.9616
H30 -3.58 3.43 5.69  -0.1207
H31 -5.82 3.72 6.67  0.4356
H32 -5.33 2.67 1.85  0.8027
H33 -10.26 3.04 1.27  0.4943
H34 -12.50 3.40 2.24  0.3957
H35 -12.76 3.77 4.67  0.3905
H36 -10.77 3.82 6.13  0.4605
C47 13.73 -3.28 -2.99  -0.4379
C48 13.38 -2.94 -1.68  -0.4581
C49 12.04 -2.91 -1.31  -0.5318
C50 11.05 -3.21 -2.24  0.1835
C51 11.40 -3.53 -3.55  0.1429
C52 12.74 -3.58 -3.92  -0.5338
C53 10.35 -3.81 -4.57  0.5712
O11 10.67 -4.09 -5.71  -0.6896
C54 8.93 -3.72 -4.17  0.3131
C55 7.94 -3.92 -5.12  -0.6716
C56 6.60 -3.86 -4.76  -0.6336
C57 6.25 -3.60 -3.43  -0.1237
C58 7.24 -3.40 -2.48  -0.7663
C59 8.58 -3.45 -2.85  0.2575
C60 9.62 -3.19 -1.83  0.5531
O12 9.32 -2.97 -0.67  -0.6816
H37 14.77 -3.31 -3.28  0.3903
H38 14.14 -2.70 -0.96  0.3825
H39 11.77 -2.65 -0.30  0.4615
H40 13.02 -3.84 -4.93  0.4579
H41 8.20 -4.12 -6.16  0.4522
H42 5.82 -4.01 -5.50  0.4910
H43 5.20 -3.56 -3.15  0.3416
H44 6.96 -3.20 -1.45  0.5188

***

Record 5
Formula: C4H7NO2
Source: the Open Molecules 2025 dataset
Level of theory: wB97M-V/def2-TZVPD

## Properties
- SMILES string = C=CO/C=N\CO
- spin multiplicity = 1
- HOMO energy (eV) = -9.27
- energy above the lowest of the compared OMol25 structures with the same formula, charge and spin (kJ/mol) = 368.7
- HOMO-LUMO gap (eV) = 10.12
- net charge = 0

Each line ends with the Mulliken charge.
Cartesian coordinates (Å):
C1 -0.27 -1.07 -1.18  0.0819
C2 -0.97 -1.00 1.20  0.0146
C3 1.26 1.08 -0.98  -0.3719
C4 -1.52 0.18 1.37  -0.6453
N1 0.42 -0.04 -1.42  -0.3841
O1 -0.54 -1.61 -0.01  -0.3695
O2 1.65 1.13 0.37  -0.4851
H1 -0.67 -1.81 -1.93  0.3325
H2 -0.89 -1.75 1.98  0.3638
H3 0.62 1.96 -1.19  0.2551
H4 -1.89 0.44 2.31  0.2805
H5 -1.76 0.93 0.57  0.2120
H6 2.25 1.21 -1.44  0.3629
H7 2.29 0.35 0.36  0.3526

***

Record 6
Formula: C4H12Cu2O10P2
Source: the Open Molecules 2025 dataset
Level of theory: wB97M-V/def2-TZVPD

## Properties
- spin multiplicity = 2
- HOMO energy (eV) = 2.78
- <S²> = 0.762
- HOMO-LUMO gap (eV) = 4.12
- net charge = -3

Each line ends with the Löwdin spin population.
Cartesian coordinates (Å):
Cu1 -1.00 -0.25 -3.82  -0.0033
Cu2 -0.19 0.70 -1.09  0.0523
P1 -1.63 -1.69 -1.60  -0.0001
O1 -2.24 -0.51 -0.87  -0.0004
O2 -1.99 -3.14 -1.06  0.0000
O3 -0.23 -1.45 -1.96  -0.0004
O4 -2.55 -1.68 -2.87  -0.0002
P2 0.75 2.49 -3.31  -0.0236
O5 -0.07 2.78 -1.99  0.4144
O6 -0.28 3.00 -4.31  0.4621
O7 0.86 0.92 -3.44  0.0679
O8 2.09 3.12 -3.41  0.0293
C1 2.77 -1.96 1.20  0.0000
C2 1.91 -0.78 0.80  0.0000
O9 1.95 -0.57 -0.63  -0.0002
H1 3.83 -1.76 1.08  0.0000
H2 2.53 -2.95 0.79  0.0000
H3 2.56 -2.15 2.25  0.0000
H4 2.18 0.18 1.24  0.0000
H5 0.91 -0.96 1.18  0.0000
H6 1.46 -1.29 -1.03  0.0000
C3 -0.98 1.09 3.38  0.0000
C4 -2.06 0.87 2.30  0.0003
O10 -1.42 0.78 1.01  0.0019
H7 -0.11 0.44 3.35  0.0000
H8 -1.34 1.12 4.41  0.0000
H9 -0.47 2.04 3.19  0.0000
H10 -2.86 1.61 2.37  0.0000
H11 -2.61 -0.07 2.37  0.0001
H12 -1.78 0.07 0.47  0.0001

***

Record 7
Formula: C30H47ClP2Y
Source: the Open Molecules 2025 dataset
Level of theory: wB97M-V/def2-TZVPD

## Properties
- spin multiplicity = 1
- HOMO energy (alpha / beta) (eV) = -9.29 / -9.05
- energy above the lowest of the compared OMol25 structures with the same formula, charge and spin (kJ/mol) = 678.4
- HOMO-LUMO gap (alpha / beta) (eV) = 6.40 / 5.85
- net charge = +1

Each line ends with the Mulliken charge.
Cartesian coordinates (Å):
Y1 -0.21 1.54 -1.02  -0.9415
C1 -0.70 -2.40 2.05  0.4831
C2 0.51 -2.70 1.36  0.6667
C3 1.03 -1.43 3.20  0.2703
C4 -0.38 -1.59 3.17  0.6185
C5 1.57 -2.06 2.05  0.8199
C6 -2.07 -2.84 1.69  -1.5016
H1 -2.04 -3.66 0.95  0.4675
H2 -2.65 -2.01 1.27  0.1299
H3 -2.61 -3.21 2.57  0.4831
C7 -1.34 -1.00 4.12  -1.5282
H4 -2.30 -1.52 4.08  0.3842
H5 -1.52 0.07 3.90  0.1174
H6 -0.96 -1.05 5.16  0.3809
C8 1.80 -0.72 4.24  -1.3014
H7 1.22 -0.63 5.17  0.3261
H8 2.09 0.29 3.93  0.1410
H9 2.73 -1.27 4.48  0.4030
C9 3.00 -2.03 1.67  -1.5312
H10 3.64 -2.35 2.51  0.4797
H11 3.32 -1.01 1.39  0.1325
H12 3.21 -2.69 0.82  0.3386
C10 0.63 -3.58 0.17  -1.3515
H13 0.53 -4.64 0.45  0.3994
H14 1.60 -3.46 -0.32  0.3147
H15 -0.16 -3.37 -0.57  -0.0371
C11 -2.07 0.84 -2.02  -0.5127
C12 -2.12 -0.21 -3.11  0.1012
C13 -0.99 -1.20 -3.44  -1.1852
C14 0.49 -0.80 -3.30  -1.3583
C15 0.95 -0.33 -1.89  2.4390
C16 1.98 0.89 -2.00  -2.0391
C17 1.58 2.36 -2.42  -0.7793
C18 0.24 2.44 -3.11  -1.2258
H16 -1.16 -1.52 -4.48  0.3588
H17 0.79 -0.08 -4.08  0.6634
H18 -1.16 -2.11 -2.84  0.3128
H19 0.20 1.81 -4.02  0.3190
H20 -1.90 1.92 -2.22  0.7301
H21 -2.62 0.12 -4.04  0.5861
H22 -0.11 3.46 -3.30  0.3814
H23 1.70 3.06 -1.56  0.3795
H24 2.56 0.54 -2.87  0.9586
H25 2.35 2.66 -3.14  0.6061
H26 1.08 -1.71 -3.53  0.3714
H27 1.58 -1.15 -1.49  0.5128
P1 -3.55 -0.97 -2.05  0.7884
C19 -5.14 -0.40 -2.59  -1.2443
C20 -3.28 -2.65 -1.57  -0.8719
P2 3.73 0.70 -0.94  0.3909
C21 -2.78 0.22 -0.95  -0.5656
C22 4.52 -0.61 -1.96  -1.1992
C23 4.60 2.18 -1.57  -1.2826
H28 -5.38 0.55 -2.10  0.3707
H29 -5.88 -1.16 -2.30  0.4050
H30 -5.15 -0.27 -3.68  0.4171
H31 -2.26 -2.84 -1.22  -0.1606
H32 -3.50 -3.31 -2.41  0.4797
H33 -3.96 -2.87 -0.74  0.4872
H34 4.38 2.38 -2.62  0.3713
H35 5.68 2.06 -1.43  0.4626
H36 4.28 3.03 -0.96  0.3443
H37 -3.00 0.62 0.05  0.4938
H38 0.07 -0.42 -1.17  -0.3038
H39 4.88 -1.38 -1.27  0.3408
H40 5.35 -0.21 -2.55  0.4238
H41 3.77 -1.06 -2.63  0.3685
Cl1 -0.73 4.13 -0.12  -0.2530
C24 -1.00 3.70 1.58  0.6064
C25 -2.04 4.30 2.28  -0.6949
C26 -2.18 4.05 3.66  -0.5311
C27 -1.26 3.23 4.31  -0.5533
C28 -0.24 2.59 3.59  -0.4839
C29 -0.14 2.73 2.16  0.8255
C30 0.78 1.95 1.34  -0.8563
H42 -2.75 4.94 1.76  0.4331
H43 -2.99 4.53 4.22  0.3817
H44 -1.34 3.07 5.39  0.3970
H45 0.50 1.98 4.12  0.3336
H46 1.63 2.54 0.97  0.5362
H47 1.10 1.01 1.79  -0.4405

***

Record 8
Formula: C5H14
Source: the Open Molecules 2025 dataset
Level of theory: wB97M-V/def2-TZVPD

## Properties
- SMILES string = CCC.CC
- spin multiplicity = 1
- HOMO energy (eV) = -11.20
- energy above the lowest of the compared OMol25 structures with the same formula, charge and spin (kJ/mol) = 60.1
- HOMO-LUMO gap (eV) = 12.31
- net charge = 0

Each line ends with the Mulliken charge.
Cartesian coordinates (Å):
C1 2.46 0.08 1.21  -0.6289
C2 3.07 0.26 -0.21  -0.8743
H1 3.21 -0.56 1.71  0.2869
H2 2.30 0.99 1.76  0.2827
H3 1.63 -0.61 1.11  0.0950
H4 4.15 0.35 -0.19  0.3151
H5 2.70 1.23 -0.59  0.2482
H6 2.68 -0.45 -0.92  0.2895
C3 -2.44 -0.60 -0.32  -0.3293
C4 -1.06 -0.59 0.38  -1.0989
C5 -2.64 0.77 -1.08  -1.0668
H7 -2.41 -1.42 -1.04  0.2584
H8 -3.25 -0.61 0.41  0.3201
H9 -0.82 0.33 0.90  0.3617
H10 -2.26 1.59 -0.50  0.3246
H11 -2.25 0.69 -2.10  0.2838
H12 -0.34 -0.83 -0.39  0.2541
H13 -1.02 -1.39 1.13  0.3615
H14 -3.71 0.78 -1.27  0.3168